{"formula": "C34H94O13", "method": "wB97M-V/def2-TZVPD", "symbols": ["H", "C", "H", "O", "C", "H", "C", "H", "H", "H", "O", "H", "O", "H", "C", "C", "C", "H", "H", "H", "H", "H", "H", "O", "O", "H", "C", "H", "H", "H", "H", "H", "H", "C", "C", "H", "H", "H", "H", "H", "H", "H", "C", "H", "H", "H", "H", "H", "H", "H", "O", "H", "H", "C", "H", "O", "O", "H", "C", "H", "H", "H", "H", "H", "H", "H", "H", "H", "H", "H", "H", "H", "C", "H", "H", "H", "H", "H", "H", "C", "C", "H", "C", "H", "H", "H", "H", "C", "H", "H", "H", "H", "C", "H", "H", "H", "C", "H", "H", "H", "H", "C", "O", "C", "H", "O", "H", "H", "O", "C", "H", "C", "H", "H", "O", "C", "C", "H", "H", "H", "H", "C", "O", "C", "C", "H", "C", "H", "C", "H", "C", "H", "H", "H", "C", "C", "H", "H", "H", "H", "C"], "xyz": [[-3.92900, -23.34707, -2.93438], [-9.22659, -24.80604, 1.04095], [-8.27081, -20.20377, 0.52083], [-4.29698, -15.58263, 0.22817], [-5.82424, -19.75141, -6.73385], [-0.77439, -19.90543, 2.42158], [-2.90605, -25.10600, -3.75804], [-9.09876, -19.09520, -4.29981], [-3.94846, -24.57360, -0.53292], [-2.77092, -21.15441, 3.78900], [-4.47676, -21.00158, -0.74244], [-3.72552, -15.69688, -2.50345], [-9.87671, -20.01343, -1.49283], [-9.29747, -22.96824, -1.21740], [-1.56042, -24.81780, -3.11053], [-5.03421, -16.19377, 1.27648], [-4.55590, -20.51403, -6.22690], [-2.06715, -21.59246, -3.09405], [-8.82439, -25.38927, -5.57654], [-3.74707, -20.52647, -7.06023], [-7.21643, -16.51229, -2.78785], [-0.17730, -16.54340, -1.66253], [-2.83325, -14.40375, -4.41652], [-2.72701, -20.21297, 1.33030], [-11.12300, -19.09265, -4.17916], [-3.61249, -16.26429, -0.05591], [-2.72718, -25.96392, 0.51600], [-3.14154, -18.29245, -2.51174], [-4.51751, -26.11170, -3.28989], [-11.83085, -19.72303, 0.15615], [-7.90979, -22.17026, -4.78869], [-6.68393, -19.72814, -1.81517], [-5.85604, -13.98872, -3.99935], [-1.84468, -15.73014, -2.95703], [-5.85555, -17.29846, 0.60805], [-3.59998, -20.49796, 0.90614], [-1.28968, -15.38362, -0.86427], [-10.13426, -19.46644, -2.26436], [-0.06577, -14.80436, -1.96765], [-2.35394, -13.62705, -2.86402], [-4.20346, -20.04936, -5.28891], [-6.28705, -17.66409, -6.98897], [-2.06868, -14.39688, -3.59689], [-4.08308, -20.42853, -1.43376], [-2.64555, -25.48360, -4.77884], [-1.08638, -14.08499, -4.02759], [-10.53462, -19.17380, -6.99397], [-10.19981, -20.64707, -6.10116], [-6.93139, -23.39163, -5.73368], [-6.57082, -19.66654, -5.85828], [-3.21255, -27.17086, -0.12971], [-8.82406, -23.79602, 1.30534], [-7.07134, -13.91819, -2.70078], [-9.84951, -19.14336, -0.35943], [-9.82921, -20.78668, 1.02833], [-5.10987, -14.73742, -2.32371], [-3.01573, -16.37905, -2.41746], [-1.05736, -24.16959, -3.82917], [-2.91378, -21.91995, 2.97790], [-2.57827, -26.25376, 1.53102], [-5.73458, -20.90189, -8.30633], [-5.46211, -22.54436, -1.76333], [-3.41981, -26.92069, -1.02974], [-5.00054, -14.32537, 2.22655], [-4.65604, -17.97113, -6.29883], [-1.96825, -22.16181, 0.97610], [-8.69031, -25.57453, 1.55483], [-1.15659, -18.86300, -2.05443], [-7.03429, -25.35639, -2.79692], [-7.29667, -24.68768, -0.59050], [-0.36744, -21.18930, -2.57842], [-1.45286, -16.34363, -3.74577], [-5.74214, -15.02870, 1.92746], [-3.92481, -21.89849, 2.63784], [-4.60510, -25.18873, 1.09187], [-0.31040, -21.43051, 3.20889], [-2.64103, -22.93487, 3.24278], [-6.34057, -17.91188, 1.32955], [-1.76792, -25.64434, 0.03728], [-8.01283, -24.20543, -4.06884], [-2.06062, -21.41444, 1.79837], [-9.23929, -18.23094, -0.58486], [-1.84457, -19.69616, -2.05860], [-9.67913, -24.02693, -5.40901], [-1.96238, -20.04068, -1.05876], [-3.23458, -23.95226, 0.85847], [0.05545, -21.26420, 1.49828], [-6.37647, -20.70864, -2.30029], [-11.80178, -18.20976, -0.72578], [-6.28151, -16.47827, -4.29164], [-8.40058, -23.75009, -3.05991], [-6.34951, -21.82045, -0.35900], [-6.28658, -14.57423, -3.16148], [-9.82584, -25.30514, -4.16125], [-1.61902, -24.25541, -2.16518], [-4.92343, -21.53196, -5.96292], [-11.25102, -18.77577, 0.06607], [-6.33915, -22.72946, -4.18386], [-11.62242, -19.70824, -4.70702], [-9.23592, -19.31262, 1.75757], [-6.65548, -16.87781, -0.05571], [-9.27464, -25.03101, -0.49276], [-6.40275, -20.30953, -7.92111], [-3.72388, -24.83165, 0.48823], [-9.98120, -17.74315, -5.07114], [-7.96205, -25.26223, -1.05728], [-9.98253, -25.92752, -0.48585], [-11.18047, -18.07121, 0.95878], [-7.12017, -25.25739, -3.80751], [-0.75675, -15.63462, -1.80429], [-6.52161, -14.62641, 1.25739], [-9.86737, -19.61244, -6.23021], [-6.29707, -15.36092, 2.81861], [-8.84450, -19.57502, -6.63396], [-3.57070, -26.07360, -2.99409], [-3.75534, -23.84013, -3.93257], [-7.29644, -23.06800, -4.74576], [-7.82860, -15.60308, -4.06848], [-7.22401, -21.27481, -2.65610], [-0.90299, -20.23531, -3.90310], [-4.69488, -24.07326, -4.40918], [-1.33473, -20.75084, -2.99131], [-3.11344, -19.24904, -2.55345], [-9.27023, -19.89030, 0.80995], [-6.90110, -15.85626, -3.61945], [-5.31627, -14.85171, -1.33826], [-9.96286, -23.85839, -1.18214], [-10.23271, -24.83628, 1.41352], [-5.72269, -21.60348, -1.24917], [-1.02190, -25.77231, -3.01190], [-9.96602, -18.86506, -4.94418], [-10.33485, -24.11354, -2.17033], [-5.02501, -18.19372, -8.09408], [-5.21998, -17.84872, -0.05270], [-0.70185, -21.01426, 2.25705], [-5.37694, -18.30997, -7.08493], [-3.17210, -23.20755, -4.60840], [-10.91100, -23.72113, -0.65043], [-4.36378, -16.60749, 2.00040], [-5.61590, -20.46965, -3.10193], [-9.18101, -24.75453, -4.79173]], "forces_ev_per_angstrom": [[0.20, -0.34, -1.02], [0.50, 1.50, -0.80], [0.37, -0.09, 0.32], [2.07, -1.06, -0.66], [1.28, 1.16, 0.47], [0.46, -0.88, -0.25], [0.33, 0.76, -0.49], [-0.10, 0.01, -0.23], [-0.61, -0.13, -0.51], [-0.26, -1.04, -0.48], [-1.02, -0.52, -0.26], [-0.22, -0.67, 0.25], [0.18, 0.66, -0.29], [-0.76, -0.36, 0.17], [-0.18, 0.07, -0.33], [-0.73, 0.35, -0.95], [-0.88, -0.52, -0.91], [0.68, 0.90, -0.50], [0.47, -0.96, -0.30], [-1.23, -0.05, 1.54], [0.42, 0.31, 0.00], [-0.14, -0.14, -0.04], [0.62, -0.13, 0.69], [-0.90, -0.93, -0.84], [-0.46, -0.53, 0.11], [-1.15, 1.43, 0.02], [0.20, -0.65, -1.44], [-0.16, 0.79, 0.07], [1.21, 0.00, 0.31], [0.37, 0.76, 0.68], [-0.20, -0.03, -0.40], [0.12, -1.13, -0.70], [-0.58, -0.38, 0.15], [1.19, -0.64, 1.51], [-1.00, 1.55, -0.15], [1.59, 0.44, 0.48], [0.24, -0.27, -0.44], [-0.10, -0.60, 0.42], [0.05, -0.13, -0.22], [-0.04, -0.19, -0.18], [0.13, -0.13, -0.58], [0.75, -0.22, -0.21], [-0.13, 1.17, -0.52], [-0.33, -0.08, 0.09], [-0.45, -0.06, 0.52], [-0.80, -0.15, 0.16], [0.24, -0.13, 0.25], [0.36, -0.09, 0.04], [-0.31, 0.33, 0.03], [0.77, -0.54, -1.50], [0.29, 0.85, 0.80], [-0.06, -0.72, -0.17], [0.80, -0.55, -0.01], [-0.37, 0.38, 0.24], [-0.40, -0.34, -0.11], [-1.29, 0.12, 1.53], [0.34, 0.94, -0.59], [0.43, -0.07, 0.12], [1.08, 0.89, -0.34], [0.52, -0.20, 0.73], [-0.42, 0.26, 0.17], [-0.12, 0.03, 0.43], [-0.04, 0.06, -0.61], [0.32, 0.80, 0.07], [-0.38, -0.04, -0.88], [-0.36, 0.40, 0.43], [0.58, -0.49, 0.20], [0.28, 0.34, 0.14], [-0.57, 0.14, -2.17], [-1.17, -0.79, -0.41], [-1.23, 0.25, -0.08], [0.22, -0.78, -0.34], [-1.75, -1.28, 0.20], [-0.94, -0.14, 0.06], [0.59, 0.91, -0.73], [-0.69, -0.12, -0.49], [0.09, -0.08, 0.47], [-0.32, -0.82, 0.53], [-0.50, -0.28, 0.46], [-0.35, 1.78, 2.85], [-1.38, -0.17, 0.34], [-0.37, -0.58, 0.16], [-0.24, 0.37, -0.89], [-0.73, 0.75, 0.36], [-0.05, -0.38, 0.94], [-0.08, 0.54, 0.78], [-0.12, 0.49, 0.18], [0.79, 1.15, 1.05], [0.49, -0.24, 0.43], [-0.20, 0.52, 0.23], [0.77, -0.95, -1.67], [0.25, 0.23, -0.60], [1.08, 1.16, 0.27], [-0.82, -0.50, 0.59], [-0.14, -0.44, -0.14], [0.73, 0.34, -0.30], [-0.99, 1.37, -0.63], [-1.65, -0.80, -0.65], [-0.74, -0.43, 0.17], [0.07, -0.08, -0.76], [0.56, -0.03, 0.58], [-0.70, -0.13, 1.31], [0.20, -0.60, 0.71], [-0.40, -1.05, 0.37], [0.54, -0.99, -0.36], [0.30, 0.27, 0.84], [1.51, 0.55, -1.13], [-0.49, -1.30, -0.81], [1.04, -0.76, 2.42], [-1.20, 0.60, -0.22], [0.56, 0.21, 0.09], [-0.47, 0.16, -1.01], [0.24, 0.06, -0.11], [-0.35, -0.20, 0.14], [-1.71, -0.65, 0.04], [0.92, -0.12, 0.67], [2.07, 0.54, 0.14], [-0.85, 0.14, -0.97], [-0.40, 0.34, -0.47], [-1.31, -0.94, 0.39], [-0.35, -0.08, -0.05], [2.22, -0.63, -0.06], [-0.18, -0.66, 0.01], [1.18, -0.03, 0.27], [0.23, -1.26, 0.58], [0.42, 0.01, -1.78], [-0.34, -0.41, 0.28], [-0.61, 0.06, 0.18], [1.42, 0.58, -0.05], [0.02, 0.48, 0.20], [1.18, 2.22, 0.94], [0.50, -0.03, -0.37], [0.48, -0.21, -0.29], [0.48, -0.72, -0.16], [1.47, 1.23, 0.33], [-1.44, 0.56, 1.91], [-0.28, 0.39, 0.21], [0.29, 0.68, 0.26], [0.57, -0.52, 0.48], [-0.96, -0.40, 0.65], [0.30, 0.43, -1.59]], "e_lumo_ev": 0.524, "de_lowest_kj_mol": 266.9, "homo_energy_ev": -9.7, "spin_multiplicity": 1, "orbital_gap_ev": 10.2}